9
Properties=species:S:1:pos:R:3:forces:R:3 method="wB97M-V/def2-TZVPD" gap_ev=10.35 lumo_energy_ev=0.50 relative_energy_kj_mol=170.53 smiles="[H]/N=N/[H].O=CO" largest_force_ev_per_a=3.79
H 2.636 0.033 -0.431 2.6 0.0 -0.6
N -1.344 -0.094 -0.406 -0.2 -0.4 0.3
O 1.132 -1.146 -0.256 -2.1 -3.2 0.0
N -1.959 0.634 0.345 -1.7 1.3 1.9
H -1.766 0.556 1.376 0.9 -0.4 -1.0
H -1.812 0.132 -1.278 0.6 -0.4 -1.1
C 1.716 -0.076 0.034 1.1 2.1 -0.7
O 1.178 0.835 0.567 -0.8 2.1 1.9
H 0.219 -0.873 0.049 -0.3 -1.2 -0.6